Record 1
Density functional theory data (ωB97M-V/def2-TZVPD) for a cluster of 2 separate species, C2HCl2NS in total in a non-equilibrium geometry.

XYZ file:
```
7
Properties=species:S:1:pos:R:3:lowdin_charge:R:1
C 0.2366 0.7701 0.9229 -0.38
C 0.0462 1.3473 -0.3724 -1.25
N 0.4772 0.3221 1.9598 0.19
S -1.4079 1.2782 -1.1047 0.75
Cl 1.5436 1.6900 -1.1467 0.67
Cl -1.0520 -2.8321 0.0983 0.23
H 0.1562 -2.5757 -0.3573 -0.22
```

Output
Electronic energy   -39458.9797 eV
ΔE to the lowest compared entry with this formula, charge and spin   10.90 kcal/mol
2S+1   1
Structure (SMILES)   N#CC(=S)Cl.Cl
Frontier orbital gap   0.2992 Ha

---

Record 2
Density functional theory data (ωB97M-V/def2-TZVPD) for a cluster of 2 separate species, C2HCl3OS in total in a non-equilibrium geometry.

XYZ file:
```
8
Properties=species:S:1:pos:R:3:lowdin_charge:R:1
C -0.8235 0.4519 1.4195 -0.37
C -1.3886 0.7584 0.3107 -1.12
O -0.3585 0.1042 2.4280 0.16
S 2.6410 -1.4861 -0.8692 0.23
Cl -2.6814 -0.0798 -0.4519 0.66
Cl -0.7613 2.1724 -0.4736 0.63
Cl 1.8658 0.2874 -1.3910 0.01
H 1.5064 -2.2084 -0.9724 -0.20
```

Output
Electronic energy   -52535.9275 eV
ΔE to the lowest compared entry with this formula, charge and spin   11.51 kcal/mol
2S+1   3
Frontier orbital gap (spin up / spin down)   0.2542 / 0.2560 Ha

---

Record 3
Density functional theory data (ωB97M-V/def2-TZVPD) for a cluster of 2 separate species, C2HCl3S in total in a non-equilibrium geometry.

XYZ file:
```
7
Properties=species:S:1:pos:R:3:lowdin_charge:R:1
C -1.1026 -0.1845 0.4080 -0.74
C -0.4041 -0.7544 -0.5064 -0.67
S 2.7651 0.6601 0.4254 -0.04
Cl -2.5675 -0.7382 0.9544 0.70
Cl -0.4245 -2.1204 -1.3174 0.81
Cl 2.5267 2.3583 -0.6780 -0.12
H -0.7932 0.7793 0.7141 0.05
```

Output
Electronic energy   -50487.0940 eV
ΔE to the lowest compared entry with this formula, charge and spin   105.84 kcal/mol
2S+1   1
Frontier orbital gap (spin up / spin down)   0.1692 / 0.1699 Ha

---

Record 4
Density functional theory data (ωB97M-V/def2-TZVPD) for an isolated molecule of C2HClF2 in a non-equilibrium geometry.

XYZ file:
```
6
Properties=species:S:1:pos:R:3:lowdin_charge:R:1
C 0.5642 -0.4583 0.0070 -0.16
C -0.4411 0.4102 0.0067 -0.73
H 0.4434 -1.4690 0.0246 0.09
F 1.8363 -0.0703 -0.0204 0.05
F -0.3147 1.7186 -0.0051 0.06
Cl -2.0881 -0.1312 -0.0127 0.70
```

Output
Electronic energy   -20046.2874 eV
ΔE to the lowest compared entry with this formula, charge and spin   8.53 kcal/mol
2S+1   1
Structure (SMILES)   F/C=C(\F)Cl
Frontier orbital gap   0.3912 Ha

---

Record 5
Density functional theory data (ωB97M-V/def2-TZVPD) for an isolated molecule of C2HClF2S in a non-equilibrium geometry.

XYZ file:
```
7
Properties=species:S:1:pos:R:3:lowdin_charge:R:1
C -0.5722 -0.3409 0.5189 -0.42
C 0.5536 0.1539 -0.1894 -1.02
F 1.7057 -0.6148 -0.0933 0.02
F 0.7619 1.3776 0.3770 0.03
S -2.1290 -0.8861 -0.3256 0.58
Cl 0.2867 0.3938 -1.9273 0.69
H -0.6067 -0.0835 1.6396 0.11
```

Output
Electronic energy   -30880.5210 eV
ΔE to the lowest compared entry with this formula, charge and spin   35.25 kcal/mol
2S+1   1
Structure (SMILES)   FC(F)(Cl)C=S
Frontier orbital gap (spin up / spin down)   0.2776 / 0.2766 Ha

---

Record 6
Density functional theory data (ωB97M-V/def2-TZVPD) for a cluster of 2 separate species, C2HClFN3 in total in a non-equilibrium geometry.

XYZ file:
```
8
Properties=species:S:1:pos:R:3:lowdin_charge:R:1
C -2.2566 -0.8690 -0.5393 -0.59
C -0.0377 -0.0893 -0.1210 -0.12
N -0.9336 -3.0972 -2.1377 0.02
N -1.2380 -0.3476 -0.0914 -0.03
N -1.5662 -2.7758 -3.0100 0.03
F 0.8765 -1.1542 -0.3358 -0.02
Cl -3.5705 -1.2672 0.4876 0.58
H 0.3441 0.8695 0.0404 0.12
```

Output
Electronic energy   -21798.0598 eV
ΔE to the lowest compared entry with this formula, charge and spin   15.74 kcal/mol
2S+1   1
Frontier orbital gap   0.3180 Ha

---

Record 7
Density functional theory data (ωB97M-V/def2-TZVPD) for an isolated molecule of C2HClN2 in a non-equilibrium geometry.

XYZ file:
```
6
Properties=species:S:1:pos:R:3:lowdin_charge:R:1
C -0.1912 0.0180 0.1218 -0.39
C -0.6745 1.2220 -0.2248 -0.50
N -0.2772 -1.2690 -0.0621 0.06
N 1.0891 -0.9928 0.1532 0.04
Cl -1.7980 2.0766 0.6141 0.68
H 1.8517 -1.0548 -0.6023 0.11
```

Output
Electronic energy   -17585.6849 eV
ΔE to the lowest compared entry with this formula, charge and spin   138.45 kcal/mol
2S+1   1
Frontier orbital gap (spin up / spin down)   0.2693 / 0.2702 Ha

---

Record 8
Density functional theory data (ωB97M-V/def2-TZVPD) for a structure of composition C2HClN2O2 in a non-equilibrium geometry.

XYZ file:
```
8
Properties=species:S:1:pos:R:3:lowdin_charge:R:1
C 0.5017 0.7353 -0.0265 -0.59
C 0.7594 -1.2579 0.0606 -0.61
N -0.6635 1.0104 -0.0927 -0.08
N -1.8079 0.7883 -0.5404 0.15
O 1.8963 -1.3148 0.2654 0.13
O -0.2954 -1.7391 0.0115 0.15
Cl 1.9253 1.5797 0.2150 0.78
H -2.3160 0.1980 0.1070 0.08
```

Output
Electronic energy   -21684.1614 eV
ΔE to the lowest compared entry with this formula, charge and spin   73.88 kcal/mol
2S+1   1
Frontier orbital gap (spin up / spin down)   0.3087 / 0.3087 Ha

---

Record 9
Density functional theory data (ωB97M-V/def2-TZVPD) for a cluster of 2 separate species, C2HClN2O2 in total in a non-equilibrium geometry.

XYZ file:
```
8
Properties=species:S:1:pos:R:3:lowdin_charge:R:1
C 1.4712 0.2591 0.2068 -0.36
C 0.4177 0.2662 -0.6070 -0.55
N 2.2392 0.0501 1.0765 0.19
N 0.8163 -2.1458 0.0013 -0.27
O 1.2016 -2.3615 1.0859 0.13
O 0.4713 -2.7110 -0.9789 0.09
Cl 0.5824 0.0755 -2.2897 0.70
H -0.5859 0.1546 -0.3010 0.07
```

Output
Electronic energy   -21681.6794 eV
ΔE to the lowest compared entry with this formula, charge and spin   131.12 kcal/mol
2S+1   1
Frontier orbital gap (spin up / spin down)   0.3001 / 0.3041 Ha

---

Record 10
Density functional theory data (ωB97M-V/def2-TZVPD) for a cluster of 2 separate species, C2HClO2 in total in a non-equilibrium geometry.

XYZ file:
```
6
Properties=species:S:1:pos:R:3:lowdin_charge:R:1
C 1.1426 0.0122 0.1868 -0.04
C -1.0782 -0.0864 -0.3292 -0.73
O 1.5669 -1.0852 0.2481 0.07
O -1.5921 -1.1362 -0.4044 0.04
Cl -1.7751 1.4530 0.0371 0.62
H 1.7359 0.8426 0.2616 0.06
```

Output
Electronic energy   -18704.4688 eV
ΔE to the lowest compared entry with this formula, charge and spin   53.99 kcal/mol
2S+1   1
Frontier orbital gap   0.3093 Ha

---

Record 11
Density functional theory data (ωB97M-V/def2-TZVPD) for an isolated molecule of C2HClO2 in a non-equilibrium geometry.

XYZ file:
```
6
Properties=species:S:1:pos:R:3:lowdin_charge:R:1
C -0.1011 0.1217 -0.5417 -0.21
C 1.3631 0.2806 -0.4319 -0.39
O -0.6138 -0.2878 0.6427 -0.21
O -1.9172 -0.0905 0.8276 -0.01
Cl 2.0637 -0.6732 0.7568 0.69
H -0.7946 0.6493 -1.2535 0.13
```

Output
Electronic energy   -18699.4915 eV
ΔE to the lowest compared entry with this formula, charge and spin   107.34 kcal/mol
2S+1   3
Frontier orbital gap (spin up / spin down)   0.3592 / 0.2722 Ha

---

Record 12
Density functional theory data (ωB97M-V/def2-TZVPD) for a cluster of 2 separate species, C2HClO2S in total in a non-equilibrium geometry.

XYZ file:
```
7
Properties=species:S:1:pos:R:3:lowdin_charge:R:1
C -0.3361 0.2110 0.6934 -0.55
C -0.9249 1.4049 0.1432 -0.09
O -0.4372 -0.2688 1.7741 0.00
O -1.3530 2.3205 -0.4467 0.22
S -2.2705 -0.7070 -0.4878 0.23
Cl -3.6536 -0.2833 0.8720 0.06
H 0.3491 -0.2148 -0.0144 0.12
```

Output
Electronic energy   -29539.4673 eV
ΔE to the lowest compared entry with this formula, charge and spin   52.05 kcal/mol
2S+1   1
Frontier orbital gap (spin up / spin down)   0.2686 / 0.2686 Ha

---

Record 13
Density functional theory data (ωB97M-V/def2-TZVPD) for an isolated molecule of C2HClO2S in a non-equilibrium geometry.

XYZ file:
```
7
Properties=species:S:1:pos:R:3:lowdin_charge:R:1
C -0.8336 0.0081 0.0581 -0.16
C -1.9796 -0.4864 -0.1822 0.05
O 1.4703 1.4326 0.9587 -0.34
O 1.6157 0.4716 -1.2736 -0.35
S 1.1083 0.3308 0.0549 0.28
Cl 1.6792 -1.4391 0.6365 0.48
H -3.0603 -0.3176 -0.2524 0.04
```

Output
Electronic energy   -29538.3434 eV
ΔE to the lowest compared entry with this formula, charge and spin   77.97 kcal/mol
2S+1   1
Structure (SMILES)   C#CS(=O)(=O)Cl
Frontier orbital gap   0.3899 Ha

---

Record 14
Density functional theory data (ωB97M-V/def2-TZVPD) for an isolated molecule of C2HClO4S in a non-equilibrium geometry.

XYZ file:
```
9
Properties=species:S:1:pos:R:3:lowdin_charge:R:1
C 0.7996 -1.0582 0.6928 -0.28
C 0.8466 -0.1391 -0.4741 -0.34
O 0.4330 -2.1564 0.8611 0.15
O 1.7845 0.2113 -1.1236 0.15
O -1.3096 0.5085 0.9685 -0.37
O -1.7640 -0.1636 -1.3226 -0.28
S -0.9855 0.5609 -0.4380 0.30
Cl -0.9942 2.5171 -0.7643 0.45
H 1.1896 -0.2805 1.6001 0.20
```

Output
Electronic energy   -33634.7441 eV
ΔE to the lowest compared entry with this formula, charge and spin   0.16 kcal/mol
2S+1   1
Structure (SMILES)   O=CC(=O)S(=O)(=O)Cl
Frontier orbital gap   0.3493 Ha

---

Record 15
Density functional theory data (ωB97M-V/def2-TZVPD) for a structure of composition C2HCsFO2 in a non-equilibrium geometry.

XYZ file:
```
7
Properties=species:S:1:pos:R:3:lowdin_charge:R:1
H 3.0020 2.1047 -1.2178 0.17
Cs -1.9477 -0.0745 2.1381 0.98
C 1.3323 1.8299 -2.0106 0.04
C 1.1774 0.4657 -1.4866 -0.53
O 0.6174 0.1559 -0.4713 0.08
O 2.2467 2.6149 -1.6222 0.13
F 1.5500 -0.4515 -2.3693 0.14
```

Output
Electronic energy   -9442.2960 eV
ΔE to the lowest compared entry with this formula, charge and spin   7.50 kcal/mol
2S+1   1
Total charge   +1
Frontier orbital gap   0.3158 Ha

---

Record 16
Density functional theory data (ωB97M-V/def2-TZVPD) for a structure of composition C2HCsNaO3 in a non-equilibrium geometry.

XYZ file:
```
8
Properties=species:S:1:pos:R:3:lowdin_charge:R:1
O 2.2561 0.4106 -0.0745 -0.17
C 1.5750 -0.6040 -0.1084 -0.52
C 0.5968 -1.3979 -0.2019 -0.10
O -1.9376 0.9682 -1.6827 -0.25
O -2.7163 1.6372 -0.8320 -0.28
Cs -1.4897 -0.8947 2.5920 0.74
Na 1.3990 2.2454 0.9035 0.61
H 0.3167 -2.3648 -0.5960 -0.03
```

Output
Electronic energy   -13190.0157 eV
ΔE to the lowest compared entry with this formula, charge and spin   133.74 kcal/mol
2S+1   2
Frontier orbital gap (spin up / spin down)   0.2245 / 0.1112 Ha

---

Record 17
Density functional theory data (ωB97M-V/def2-TZVPD) for a structure of composition C2HCsO2 in a non-equilibrium geometry.

XYZ file:
```
6
Properties=species:S:1:pos:R:3:lowdin_charge:R:1
O -2.6709 -1.0723 -0.3521 0.00
C -1.9738 -0.1673 -0.3725 -0.06
C 1.0755 -0.4227 0.2569 -0.37
O 2.0330 0.2530 -0.1709 -0.37
H 1.3090 -1.5392 0.2814 -0.05
Cs 0.2273 2.9484 0.3572 0.85
```

Output
Electronic energy   -6729.7895 eV
ΔE to the lowest compared entry with this formula, charge and spin   2.62 kcal/mol
2S+1   1
Frontier orbital gap   0.1503 Ha

---

Record 18
Density functional theory data (ωB97M-V/def2-TZVPD) for a structure of composition C2HCuLi2O2 in a non-equilibrium geometry.

XYZ file:
```
8
Properties=species:S:1:pos:R:3:lowdin_charge:R:1
O 0.2962 1.0861 2.1831 -0.23
C -0.3156 -0.1372 1.9379 -0.24
C 0.1316 -1.0053 0.9742 -0.31
Li 1.0072 1.0174 -2.4053 0.55
Cu -1.7896 0.2256 -1.0529 0.02
H 0.6366 -1.1269 2.3474 0.19
Li -2.5164 -1.1847 0.3569 0.47
O -0.7551 -1.7070 0.2506 -0.44
```

Output
Electronic energy   -51226.6882 eV
ΔE to the lowest compared entry with this formula, charge and spin   120.43 kcal/mol
2S+1   1
Frontier orbital gap (spin up / spin down)   0.1735 / 0.1735 Ha

---

Record 19
Density functional theory data (ωB97M-V/def2-TZVPD) for an isolated molecule of C2HF2I2N in a non-equilibrium geometry.

XYZ file:
```
8
Properties=species:S:1:pos:R:3:lowdin_charge:R:1
C 1.1299 0.1572 -0.6451 -0.82
C 2.2564 1.0776 -0.3648 -0.90
N 0.4295 -0.3107 0.2515 0.14
F 3.4072 0.5559 -0.8830 -0.03
F 2.3890 1.2210 0.9998 -0.01
I 0.7992 -0.2559 -2.7194 0.83
I 2.1797 3.2031 -1.1567 0.76
H -0.1607 -1.0019 -0.1310 0.03
```

Output
Electronic energy   -25215.4881 eV
ΔE to the lowest compared entry with this formula, charge and spin   0.00 kcal/mol
2S+1   1
Structure (SMILES)   [H]/N=C(\I)C(F)(F)I
Frontier orbital gap   0.3356 Ha

---

Record 20
Density functional theory data (ωB97M-V/def2-TZVPD) for an isolated molecule of C2HF2N in a non-equilibrium geometry.

XYZ file:
```
6
Properties=species:S:1:pos:R:3:lowdin_charge:R:1
C 0.5795 0.0080 0.1418 -0.45
C -0.9012 -0.1797 -0.2137 -0.07
H 0.6911 -0.1056 1.1997 0.15
N -2.1463 -0.0527 -0.2927 0.13
F 1.1069 -0.9456 -0.4517 0.17
F 0.6700 1.2756 -0.3834 0.06
```

Output
Electronic energy   -9012.7859 eV
ΔE to the lowest compared entry with this formula, charge and spin   33.56 kcal/mol
2S+1   1
Structure (SMILES)   N#CC(F)F
Frontier orbital gap   0.4542 Ha